1) Computed, not measured: a 2-piece molecular cluster, C5H9N2S overall, with wB97M-V/def2-TZVPD.

Values from the calculation:
E_HOMO (spin up / spin down) (eV): -12.4596 / -12.2692
LUMO level (spin up / spin down) (eV): -7.151 / -5.033
Net charge: +1
Gap between HOMO and LUMO (spin up / spin down) (eV): 5.31 / 7.24

Each line ends with the natural charge from an NBO analysis.
Element x y z (Å)
S 0.698 3.642 1.264  0.141
N -0.353 -0.728 -0.968  -0.530
N -0.427 -0.332 1.109  -0.527
C -0.951 -1.826 -0.492  0.171
C -1.500 -2.931 -1.408  -0.659
C 2.385 3.922 0.691  -0.811
C -0.976 -1.587 0.875  -0.069
C -0.113 0.192 -0.040  0.598
H -2.629 -2.857 -1.371  0.263
H 2.796 2.955 0.406  0.225
H -0.625 0.235 1.880  0.457
H 2.915 4.116 1.736  0.270
H -1.080 -2.940 -2.443  0.253
H -1.210 -3.897 -1.034  0.261
H -0.053 -0.575 -1.878  0.443
H -1.596 -2.108 1.628  0.263
H 2.718 4.718 0.046  0.251

=====

2) Computed, not measured: an isolated ion of composition C5H9N2S and charge +1, with wB97M-V/def2-TZVPD.

Values from the calculation:
E_HOMO (spin up / spin down) (eV): -13.7156 / -13.6823
LUMO level (spin up / spin down) (eV): -6.506 / -4.799
Net charge: +1
Gap between HOMO and LUMO (spin up / spin down) (eV): 7.21 / 8.88

Each line ends with the natural charge from an NBO analysis.
Element x y z (Å)
S -1.919 -0.746 1.685  0.428
N -1.665 1.335 -0.126  -0.560
N 0.826 -0.175 0.190  -0.245
C -0.228 -1.921 1.489  -0.347
C 0.696 0.717 -0.871  -0.268
C -2.120 0.536 0.758  0.200
C -0.313 1.771 -0.342  -0.232
C 0.524 -1.532 0.220  -0.336
H 1.591 1.131 -1.151  0.254
H -2.313 1.986 -0.710  0.463
H 0.124 1.938 0.623  0.235
H 0.230 0.204 -1.801  0.178
H 1.554 -2.015 0.351  0.298
H -0.657 -2.942 1.468  0.249
H 0.304 -1.841 2.413  0.242
H -0.167 -1.997 -0.670  0.197
H -0.196 2.622 -0.982  0.244

=====

Most favorable structure: 1). The second most favorable one is 0.0434 hartree above it.

=====

1) Computed, not measured: a 2-piece molecular cluster, C3H10NO overall, with wB97M-V/def2-TZVPD.

Values from the calculation:
2S+1: 2
E_HOMO (spin up / spin down) (eV): -3.7124 / -7.6324
LUMO level (spin up / spin down) (eV): 0.441 / 0.255
Gap between HOMO and LUMO (spin up / spin down) (eV): 4.15 / 7.89

Each line ends with the natural charge from an NBO analysis.
Element x y z (Å)
O 1.612 0.505 0.198  -0.739
N -0.781 -0.408 1.183  -0.770
C 2.216 -0.186 -0.901  -0.271
C -2.034 0.015 0.495  -0.332
C -1.941 0.487 -0.788  -0.650
H 0.009 0.136 0.763  0.458
H 2.212 0.434 0.926  0.478
H 2.464 0.522 -1.699  0.183
H -1.122 1.116 -1.149  0.168
H 1.470 -0.814 -1.379  0.189
H -2.860 0.494 -1.354  0.192
H 3.073 -0.797 -0.633  0.178
H -0.840 -0.150 2.161  0.400
H -2.956 0.063 1.050  0.187
H -0.522 -1.417 1.128  0.329

=====

2) Computed, not measured: a 2-piece molecular cluster, C3H10NO overall, with wB97M-V/def2-TZVPD.

Values from the calculation:
2S+1: 2
E_HOMO (spin up / spin down) (eV): -4.2069 / -7.3803
LUMO level (spin up / spin down) (eV): 0.248 / 0.127
Gap between HOMO and LUMO (spin up / spin down) (eV): 4.46 / 7.51

Each line ends with the natural charge from an NBO analysis.
Element x y z (Å)
O 2.251 -2.578 0.668  -0.969
N 0.522 0.004 -0.129  -0.748
C -0.646 0.858 0.116  -0.087
C -0.511 2.090 0.567  -0.657
C -1.859 0.392 -0.720  -0.654
H -1.400 0.058 -1.647  0.174
H -2.464 -0.401 -0.326  0.210
H 2.880 -2.611 1.435  0.487
H -2.411 1.229 -1.266  0.216
H 0.960 -0.643 0.524  0.423
H 0.373 -0.803 -0.735  0.388
H 1.312 0.582 -0.363  0.371
H 2.228 -3.443 0.274  0.483
H -1.113 2.876 0.059  0.175
H -0.121 2.389 1.543  0.187

=====

3) Computed, not measured: a 2-piece molecular cluster, C3H10NO overall, with wB97M-V/def2-TZVPD.

Values from the calculation:
2S+1: 2
E_HOMO (spin up / spin down) (eV): -3.5549 / -9.6827
LUMO level (spin up / spin down) (eV): 0.819 / 0.526
Gap between HOMO and LUMO (spin up / spin down) (eV): 4.37 / 10.21

Each line ends with the natural charge from an NBO analysis.
Element x y z (Å)
O -0.933 0.822 0.963  -0.715
N 1.757 -0.235 1.119  -1.364
C -0.665 0.775 -1.459  -0.699
C -0.932 0.044 -0.181  0.289
C -0.941 -1.290 -0.096  -0.547
H -1.412 1.631 0.761  0.487
H 0.278 1.332 -1.388  0.213
H 1.781 -0.352 2.148  0.357
H 2.680 -0.255 0.652  0.319
H 1.227 0.646 0.960  0.383
H 1.117 -0.950 0.704  0.383
H -1.493 1.428 -1.743  0.223
H -1.182 -1.794 0.829  0.223
H -0.727 -1.874 -0.980  0.217
H -0.557 0.072 -2.289  0.232

=====

4) Computed, not measured: a 2-piece molecular cluster, C3H10NO overall, with wB97M-V/def2-TZVPD.

Values from the calculation:
2S+1: 2
E_HOMO (spin up / spin down) (eV): -8.2332 / -9.0063
LUMO level (spin up / spin down) (eV): 1.046 / 0.011
Gap between HOMO and LUMO (spin up / spin down) (eV): 9.28 / 9.02

Each line ends with the natural charge from an NBO analysis.
Element x y z (Å)
O 0.553 -0.450 -0.374  -0.726
N 3.377 -0.643 0.654  -1.133
C -2.300 0.957 0.775  -0.685
C -1.508 0.827 -0.465  -0.107
C -0.843 -0.441 -0.822  -0.146
H 0.701 0.448 -0.052  0.468
H -1.694 1.355 1.593  0.224
H -3.141 1.642 0.620  0.221
H -1.464 1.731 -1.067  0.181
H 4.318 -0.953 0.529  0.367
H 3.271 0.084 1.331  0.368
H -1.350 -1.271 -0.322  0.172
H -2.726 0.045 1.171  0.216
H 2.626 -1.226 0.355  0.398
H -0.842 -0.688 -1.886  0.182

=====

Most favorable structure: 4). The second most favorable one is 0.0507 hartree above it.

=====

1) Computed, not measured: a 2-piece molecular cluster, CHBrClNO overall, with wB97M-V/def2-TZVPD.

Values from the calculation:
E_HOMO (eV): -9.9837
LUMO level (eV): -0.321
SMILES: N#CCl.OBr
Gap between HOMO and LUMO (eV): 9.66

Each line ends with the natural charge from an NBO analysis.
Element x y z (Å)
Br -0.331 -1.488 -0.273  0.294
Cl -1.011 1.744 2.714  0.161
O 0.464 -1.198 -1.890  -0.773
N 0.447 1.492 0.400  -0.289
C -0.089 1.479 1.425  0.126
H 0.521 -2.030 -2.376  0.481

=====

2) Computed, not measured: a 2-piece molecular cluster, CHBrClNO overall, with wB97M-V/def2-TZVPD.

Values from the calculation:
E_HOMO (spin up / spin down) (eV): -9.2988 / -9.3077
LUMO level (spin up / spin down) (eV): -1.174 / -1.241
Gap between HOMO and LUMO (spin up / spin down) (eV): 8.13 / 8.07

Each line ends with the natural charge from an NBO analysis.
Element x y z (Å)
Br -0.274 -2.543 1.013  -0.017
Cl -1.116 0.366 -2.751  0.230
O -1.057 -1.973 -1.079  -0.648
N -0.080 0.605 -0.298  -0.556
C -0.460 0.141 -1.300  0.524
H 0.730 1.083 0.131  0.468

=====

Most favorable structure: 1). The second most favorable one is 0.1339 hartree above it.